Record 1
DFT (ωB97M-V/def2-TZVPD) results for a molecular structure, C28H47INO8S2Si at a distorted geometry.

Values from the calculation:
- multiplicity = 1
- LUMO (Ha) = 0.0628
- net charge = -1
- calculated total energy (eV) = -85317.6974
- Kohn-Sham gap (Ha) = 0.169

Structure (XYZ):
```
88
Properties=species:S:1:pos:R:3:forces:R:3
C 2.98012 4.33324 0.29182 0.19 0.34 -0.19
C 2.58658 4.27484 -1.18750 0.21 -0.69 0.42
S 0.88676 3.70517 -1.50449 0.14 0.79 -0.92
C 1.10044 1.92212 -1.64353 -0.59 0.52 0.91
C 0.03746 1.14546 -0.82959 0.70 0.77 0.27
I -0.30513 2.31942 1.03729 -0.28 -0.44 0.48
O -1.13734 1.26012 -1.63702 -0.18 -0.49 0.52
S -2.53143 0.73286 -1.04755 -1.38 0.02 -0.27
O -3.17625 0.08742 -2.14961 0.54 -0.37 -0.26
O -3.28716 1.77974 -0.44068 0.56 0.36 0.37
C -2.10317 -0.53255 0.18193 0.33 -0.22 -0.50
C -3.35253 -1.39962 0.28715 -0.58 -0.22 0.50
C -4.54503 -0.70248 0.96420 0.56 -0.32 -0.26
O -5.50176 -0.27799 0.01143 -0.23 0.22 0.57
Si -6.65627 0.74909 0.64359 -0.65 0.62 -0.16
C -7.52664 -0.01010 2.13285 0.56 -0.10 -0.41
C -5.95548 2.39646 1.19334 0.21 -0.19 0.07
C -7.97972 1.09895 -0.64541 0.39 -0.16 0.46
C -0.85938 -1.23587 -0.40777 -0.35 0.24 -0.30
N -0.49670 -2.53694 0.14519 -1.14 0.61 0.08
C -0.74371 -2.77528 1.56756 0.80 -0.72 -0.06
C -0.76550 -3.67940 -0.66454 0.17 0.25 -0.01
C -2.07359 -3.88020 -1.38509 0.25 0.10 -0.65
O 0.08380 -4.51520 -0.76398 0.60 -0.85 0.28
C 0.42417 -0.32469 -0.54864 -0.27 -0.65 -0.56
C 1.29163 -0.49858 0.70053 0.12 0.31 0.06
C 2.51211 0.39174 0.93657 0.40 -0.20 0.62
C 2.92936 0.32053 2.40205 0.45 0.48 -0.51
O 3.79672 -0.82434 2.58896 -0.69 -0.28 -0.32
C 3.45376 -1.61009 3.63580 0.51 -0.20 -0.77
C 3.19178 -3.02807 3.24896 0.15 -0.04 0.00
O 3.38035 -1.19934 4.74665 -0.36 0.50 1.28
C 1.10136 -0.91024 -1.85198 0.38 0.01 0.33
C 2.60567 -0.94222 -1.85632 0.81 -0.24 -0.17
C 3.28344 -1.97104 -1.18451 0.16 0.10 -0.13
C 4.67688 -2.01276 -1.13357 -0.28 0.52 -0.18
C 5.43477 -1.01748 -1.76149 -0.82 -0.29 0.17
C 4.77472 -0.01481 -2.47082 0.40 -0.29 -0.02
C 3.38640 0.00238 -2.52395 -0.13 -0.16 0.15
H 3.52221 3.44004 0.58662 -0.10 -0.21 0.14
H 2.13838 4.50525 0.95405 -0.18 -0.08 0.07
H 3.67204 5.16061 0.43768 0.15 0.06 0.02
H 3.25429 3.58100 -1.69558 0.21 0.16 -0.35
H 2.72160 5.24323 -1.65172 -0.27 0.10 -0.22
H 2.09733 1.70760 -1.29009 0.10 -0.27 -0.04
H 0.97826 1.63647 -2.67765 0.08 -0.12 -0.18
H -1.91190 -0.07475 1.14600 0.09 0.38 -0.04
H -3.67480 -1.78982 -0.66758 -0.05 0.13 -0.29
H -3.15306 -2.27084 0.90282 0.43 -0.05 0.06
H -4.14151 0.12277 1.55803 -0.19 0.26 0.03
H -4.99900 -1.40212 1.66649 -0.16 -0.12 0.03
H -8.26537 0.67490 2.53785 -0.11 0.13 0.01
H -6.78908 -0.21527 2.90561 -0.05 -0.13 0.26
H -8.02093 -0.93518 1.84323 -0.06 -0.15 0.10
H -5.89489 3.09045 0.36015 0.03 0.07 -0.15
H -4.95917 2.34625 1.62599 0.13 -0.09 0.01
H -6.60560 2.82630 1.95393 -0.18 0.07 0.04
H -7.62754 0.92061 -1.65596 -0.07 0.00 -0.18
H -8.86578 0.50909 -0.42657 -0.10 -0.19 -0.21
H -8.25892 2.14377 -0.52955 -0.03 0.17 -0.15
H -1.16193 -1.42296 -1.43714 0.03 -0.07 -0.15
H -1.60691 -3.41931 1.73605 -0.28 0.12 0.08
H 0.10302 -3.31512 1.98949 0.15 0.00 0.09
H -0.83611 -1.85355 2.12514 -0.18 0.19 -0.04
H -1.89469 -4.64313 -2.13332 0.02 -0.21 -0.03
H -2.85730 -4.24300 -0.72821 -0.10 0.22 0.25
H -2.38600 -2.99416 -1.92434 -0.31 0.20 0.14
H 0.63511 -0.38161 1.56196 -0.11 0.15 0.10
H 1.63125 -1.52654 0.74204 0.02 -0.21 -0.15
H 3.38778 0.06268 0.38524 -0.02 -0.01 -0.34
H 2.37887 1.44460 0.72167 -0.29 0.07 -0.14
H 2.06163 0.25196 3.05093 -0.03 -0.03 0.28
H 3.48924 1.21831 2.64452 0.11 0.06 0.25
H 2.85478 -3.56024 4.12856 -0.12 -0.20 0.02
H 4.09307 -3.49075 2.85878 0.15 -0.02 -0.10
H 2.45549 -3.03503 2.45085 -0.14 -0.14 -0.07
H 0.78149 -1.94156 -1.97207 -0.08 -0.18 0.21
H 0.71078 -0.39896 -2.72701 -0.04 0.14 -0.10
H 2.71605 -2.73735 -0.67179 -0.09 -0.14 -0.05
H 5.16223 -2.80314 -0.58125 0.07 -0.12 0.05
H 6.51017 -1.04303 -1.68463 0.13 0.11 -0.10
H 5.33515 0.76173 -2.98061 -0.03 0.42 0.03
H 2.90097 0.79508 -3.07238 0.14 0.04 -0.18
C 6.65827 3.28076 -2.30727 0.36 0.11 0.32
O 5.65649 2.96090 -3.14237 -0.30 -0.19 0.05
H 7.39205 4.04517 -2.68660 -0.10 -0.03 -0.11
H 6.35394 3.71612 -1.31023 -0.13 -0.02 -0.05
H 7.33704 2.43149 -1.99760 -0.11 -0.06 -0.08
```
Positions in Å, forces in eV/Å.


Record 2
DFT (ωB97M-V/def2-TZVPD) results for a molecular structure, C28H48As2N2O2PS3W at a distorted geometry.

Values from the calculation:
- multiplicity = 2
- LUMO (alpha / beta) (Ha) = -0.4509 / -0.5158
- net charge = +4
- calculated total energy (eV) = -202152.4433
- Kohn-Sham gap (alpha / beta) (Ha) = 0.265 / 0.199
- energy relative to the best compared isomer or geometry (same formula, charge and spin) (kcal per mole) = 19.7

Structure (XYZ):
```
87
Properties=species:S:1:pos:R:3:forces:R:3
W -0.07789 0.32582 0.13891 -0.86 0.53 -1.24
C 0.17817 5.05298 1.72296 0.03 -0.03 0.04
C -0.81323 4.05481 1.06419 -0.21 0.00 -0.02
C -1.42283 4.66378 -0.19642 0.11 -0.01 -0.03
C 0.00670 2.82398 0.85180 0.03 0.02 0.05
C 0.63391 2.54335 -0.38556 0.62 0.72 0.52
C 1.85139 1.82125 -0.38415 -0.06 0.19 0.15
C 2.30225 1.13974 0.75426 -0.04 -0.54 0.02
C 3.70619 0.65355 0.87280 0.03 -0.03 -0.15
C 1.36524 0.98725 1.80828 0.43 1.17 0.47
C 0.27319 1.90406 1.89150 0.33 0.18 0.01
H -0.38457 5.93502 2.02580 0.00 0.00 -0.01
H 0.94316 5.36831 1.01210 0.00 -0.02 0.01
H 0.66545 4.64484 2.60959 -0.03 0.02 0.02
H -1.59735 3.82897 1.79086 0.03 -0.02 0.02
H -0.66034 5.13498 -0.82022 0.00 0.01 0.01
H -2.12161 5.44799 0.08847 0.01 0.01 0.00
H -1.96254 3.93280 -0.79885 -0.04 0.01 0.02
H 0.41582 3.16374 -1.24498 -0.26 -0.25 -0.11
H 2.50623 1.94086 -1.24144 -0.08 -0.36 -0.11
H 4.08965 0.22931 -0.05552 -0.01 -0.01 0.00
H 3.84521 -0.04047 1.69534 0.00 0.05 0.01
H 4.31952 1.53719 1.08693 -0.01 0.01 0.00
H 1.69671 0.52800 2.73146 -0.22 -0.43 -0.14
H -0.19631 2.04383 2.85987 -0.32 -0.23 -0.12
C -0.08802 -1.27758 3.79817 0.03 0.38 0.14
As -1.10553 -1.07964 2.16385 0.36 -1.06 0.18
C -2.86500 -0.80296 2.87385 -0.14 0.28 -0.08
C -1.05275 -2.90348 1.53352 0.03 0.02 -0.21
C -2.01810 -3.83174 1.89207 0.01 -0.03 0.03
C -1.95160 -5.12613 1.38142 -0.02 0.03 0.04
C -0.91018 -5.49148 0.54635 0.06 0.00 -0.02
C 0.07802 -4.56801 0.20779 0.01 -0.05 0.07
C -0.00540 -3.27070 0.68550 -0.12 0.13 0.00
As 1.31894 -1.94309 0.18795 -0.35 -0.97 0.45
C 2.16034 -2.63080 -1.39539 0.07 0.23 -0.23
C 2.68244 -2.37896 1.50213 0.23 0.25 -0.03
H -0.60111 -2.06127 4.35486 0.01 -0.01 0.03
H -0.08969 -0.36424 4.39364 0.01 -0.01 0.02
H 0.93005 -1.59911 3.60578 -0.02 -0.03 -0.02
H -3.02259 -1.58330 3.61662 -0.03 -0.02 0.01
H -3.62446 -0.85390 2.09767 0.01 -0.06 -0.01
H -2.90148 0.16562 3.37056 -0.01 0.00 -0.01
H -2.82564 -3.57372 2.56493 -0.04 0.00 -0.03
H -2.71732 -5.84477 1.64163 0.02 -0.01 0.02
H -0.85932 -6.49814 0.15264 0.02 -0.01 0.03
H 0.90187 -4.88623 -0.41830 -0.04 0.00 -0.06
H 2.63338 -3.56912 -1.10954 0.00 -0.02 -0.01
H 2.92959 -1.93549 -1.72974 0.01 -0.01 0.01
H 1.44393 -2.78251 -2.19729 -0.02 -0.04 0.03
H 2.57606 -3.45173 1.65471 0.02 -0.02 0.03
H 2.56815 -1.86866 2.45347 -0.01 -0.01 0.00
H 3.66823 -2.16938 1.09265 0.01 -0.05 0.01
C -0.28749 -3.89452 -5.25113 0.04 0.02 -0.02
C -1.20684 -3.22767 -4.27220 -0.05 -0.04 0.00
O -0.42996 -2.13663 -3.57728 0.07 -0.06 -0.18
P -0.97786 -0.90782 -2.83577 0.15 -0.13 0.26
S 0.59699 0.25207 -2.29255 -0.18 0.13 -0.03
S -1.72445 -1.26223 -0.99216 0.41 -0.41 0.27
O -2.09924 -0.19973 -3.64209 0.00 0.15 -0.13
C -2.05566 0.20547 -5.09656 -0.01 0.01 -0.14
C -0.70981 0.72437 -5.51968 0.04 -0.01 0.10
H -0.86404 -4.62617 -5.81911 0.00 -0.02 0.02
H 0.52305 -4.41957 -4.74856 0.00 0.01 0.00
H 0.13022 -3.17779 -5.95709 -0.02 0.00 -0.01
H -1.54190 -3.89269 -3.47861 -0.01 0.01 0.01
H -2.06627 -2.76075 -4.74953 0.01 0.04 0.01
H -2.83012 0.96363 -5.15751 -0.01 0.00 0.03
H -2.37002 -0.66939 -5.66027 0.01 -0.04 0.05
H -0.42200 1.61183 -4.95648 -0.01 0.02 -0.02
H -0.77433 1.00649 -6.57153 0.00 0.00 -0.01
H 0.07213 -0.03430 -5.43794 -0.01 0.00 -0.04
S -2.35032 1.43140 0.40890 0.08 0.44 0.04
C -3.91607 1.02480 -0.33806 0.15 -0.38 -0.18
N -4.94754 1.22313 0.45623 -0.13 -0.01 0.07
C -6.35838 1.13705 0.00267 0.01 0.05 0.04
C -6.41114 1.33767 -1.49819 0.07 0.02 -0.03
C -5.41021 0.41807 -2.17532 -0.02 0.02 0.04
N -4.07420 0.64529 -1.58489 -0.13 0.24 0.20
H -4.76505 1.54202 1.39703 -0.01 0.00 -0.03
H -6.91560 1.91052 0.52648 0.00 0.00 0.02
H -6.75918 0.16761 0.29971 0.02 -0.02 0.00
H -6.17599 2.37595 -1.73887 -0.05 0.00 -0.04
H -7.41378 1.12707 -1.86488 -0.01 0.01 0.02
H -5.34324 0.62074 -3.24159 0.05 0.01 0.00
H -5.67736 -0.63188 -2.04155 -0.01 0.00 -0.01
H -3.25616 0.52096 -2.15833 -0.02 0.03 -0.11
```
Positions in Å, forces in eV/Å.